No. 1
13
Properties=species:S:1:pos:R:3 method="wB97M-V/def2-TZVPD" energy_ev=-6767.87734 e_homo_ev=-14.22 spin_multiplicity=1 relative_energy_ev=3.2923 charge=+1 smiles=CO[C@H]1C[NH2+]1 fmax_ev_per_a=6.399
C 2.1051 -0.1604 0.0991
O 0.7877 0.3970 0.2723
C -0.1934 0.0215 -0.6161
C -1.6262 -0.6117 0.3664
N -1.3584 0.7736 0.0592
H 2.5135 0.0104 -0.8203
H 2.0102 -1.2538 0.1252
H 2.5803 0.3008 0.9126
H -0.2654 -0.0921 -1.6905
H -2.1622 -1.1424 -0.3349
H -1.3299 -0.8262 1.3541
H -2.1432 1.2206 -0.5309
H -0.9181 1.3627 0.8037

No. 2
13
Properties=species:S:1:pos:R:3 method="wB97M-V/def2-TZVPD" energy_ev=-6769.68572 e_homo_ev=-14.23 spin_multiplicity=1 relative_energy_ev=1.4839 charge=+1 fmax_ev_per_a=2.224
C 0.6053 -0.9013 -1.1285
N 0.3797 -1.7408 -0.1842
H 1.4275 -0.2292 -1.1068
H -0.0291 -0.8929 -2.0338
H -0.3616 -2.4206 -0.3011
H 0.6990 -1.4280 0.8159
C -1.1853 1.2190 -0.1533
C -0.0662 1.2314 0.5732
O 0.1706 0.2504 1.6023
H -1.2650 1.9280 -0.9452
H -1.9496 0.4937 0.0897
H 0.8252 1.8695 0.4782
H 0.7496 0.6208 2.2936

No. 3
13
Properties=species:S:1:pos:R:3 method="wB97M-V/def2-TZVPD" energy_ev=-6769.75049 e_homo_ev=-15.19 spin_multiplicity=1 relative_energy_ev=1.4191 charge=+1 fmax_ev_per_a=2.890
C -0.4640 -0.3963 1.1444
C -1.7342 -0.1152 1.4288
C -0.3032 1.4684 -0.4270
N 0.2291 0.4596 0.1585
H 0.2866 -1.0086 1.6012
H -2.3779 0.4959 0.8128
H -2.1536 -0.7184 2.2228
H 0.1382 1.7505 -1.3819
H -0.8615 2.1986 0.1578
H 0.9514 -0.0649 -0.3740
H 1.9269 -0.4261 -2.2367
H 1.4123 -1.7962 -2.2341
O 1.7271 -1.1298 -1.6084

No. 4
13
Properties=species:S:1:pos:R:3 method="wB97M-V/def2-TZVPD" energy_ev=-6764.64618 e_homo_ev=-13.38 spin_multiplicity=1 relative_energy_ev=6.5235 charge=+1 fmax_ev_per_a=8.860
C -0.2194 -2.3882 -0.6371
C 0.7844 2.1422 0.5584
C 0.2481 1.1087 -0.0439
N -2.2138 -1.6047 -1.4355
O -1.2150 -1.6570 -0.5243
H -0.0835 -3.1312 -1.4470
H 0.0840 2.9852 0.8438
H 1.8453 2.0166 0.8745
H 0.1722 -2.5959 0.1797
H 0.4722 -0.0152 -0.0539
H -0.7096 1.2784 -0.4257
H -2.7690 -0.8382 -0.9826
H -2.1462 -1.7139 -2.4665